No. 1
Molecular formula: C30H48BeCl2N3O7Si
Method: DFT, ωB97M-V/def2-TZVPD

Geometry (Å):
Cl (1.405, 0.679, -5.869)
Cl (-0.830, 2.654, -4.978)
Si (-0.656, 3.030, -1.873)
O (2.192, -1.607, 1.513)
O (-2.863, 0.694, 0.805)
O (-0.477, 1.426, -2.002)
O (-5.300, 0.635, 0.751)
O (3.316, 1.164, -1.038)
O (-1.041, 2.706, -0.137)
O (-1.722, -0.380, 2.444)
N (0.819, -2.818, 2.857)
N (3.214, -0.961, -1.918)
N (-0.523, 2.407, 1.987)
C (-4.084, -0.869, 3.857)
C (-6.496, -0.723, 3.912)
C (3.685, -0.513, -3.219)
C (1.948, -3.539, 3.425)
C (0.716, 1.727, 1.580)
C (-0.198, 4.820, -2.785)
C (-6.532, -0.103, 2.668)
C (-5.314, 0.102, 1.971)
C (-1.169, -0.821, -1.581)
C (-1.371, 2.840, 1.088)
C (-0.781, 2.691, 3.354)
C (-2.253, -2.634, -0.423)
C (-2.697, 0.277, -4.640)
C (-4.087, -0.271, 2.597)
C (-5.295, -1.097, 4.525)
C (-0.528, -3.272, 3.161)
C (-0.833, -1.911, -5.553)
C (-1.042, -3.310, -0.375)
C (3.137, -0.049, -0.902)
C (-2.794, 0.031, 1.907)
C (3.368, -2.389, -1.663)
C (-2.330, -1.404, -1.071)
C (0.106, -2.735, -0.912)
C (-1.359, 0.028, -3.981)
C (0.079, -1.416, -1.385)
C (-1.361, 0.429, -2.464)
C (1.070, -1.897, 1.905)
C (1.215, 3.330, -1.543)
C (-0.582, -1.024, -4.377)
C (-2.321, 4.064, -1.763)
Be (-0.305, 0.879, -5.831)
H (2.773, -2.952, -2.399)
H (-3.124, -1.130, 4.275)
H (1.718, -3.774, 4.467)
H (0.139, -1.425, 1.503)
H (-3.192, 1.138, -4.171)
H (-0.835, -4.086, 2.489)
H (0.130, -1.445, -3.677)
H (-2.346, 3.279, 1.368)
H (-1.865, -2.269, -5.710)
H (-0.548, -3.635, 4.192)
H (0.979, -0.912, -1.767)
H (2.133, -4.479, 2.884)
H (-3.307, -0.628, -4.504)
H (1.257, 2.277, 0.801)
H (3.422, 0.540, -3.344)
H (0.651, 4.763, -3.476)
H (1.021, -3.304, -0.966)
H (-0.909, 1.760, 3.914)
H (3.186, -1.103, -3.996)
H (-1.041, 5.274, -3.328)
H (-1.011, -4.308, 0.045)
H (-0.199, -2.788, -5.379)
H (-2.909, 3.700, -0.902)
H (-7.441, -0.916, 4.435)
H (-5.271, -1.554, 5.512)
H (1.229, 4.278, -0.954)
H (1.373, 1.640, 2.468)
H (4.770, -0.656, -3.304)
H (-2.900, 3.963, -2.681)
H (-0.476, -1.458, -6.494)
H (2.834, -2.905, 3.353)
H (1.752, 3.413, -2.504)
H (0.059, 5.542, -1.974)
H (0.513, 0.710, 1.200)
H (4.417, -2.700, -1.779)
H (-3.278, -0.909, -1.280)
H (-2.398, 0.759, -2.307)
H (3.023, -2.636, -0.654)
H (-2.637, 0.464, -5.720)
H (-1.706, 3.268, 3.372)
H (-2.134, 5.121, -1.566)
H (0.038, 3.285, 3.775)
H (-1.222, -2.432, 3.040)
H (-3.161, -3.025, 0.003)
H (2.878, -0.490, 0.075)
H (-4.248, 0.781, 0.581)
H (-7.459, 0.245, 2.207)
H (1.731, 2.540, -0.990)

As for the energy relative to the best compared isomer or geometry (same formula, charge and spin): 755.4 kJ/mol. Its calculated total energy is -3087.6051 a.u. The calculation puts the gap between HOMO and LUMO at 4.95 eV. Its total charge is -1. The calculation puts the HOMO energy at -3.3541 eV.

=====

No. 2
Molecular formula: C4H11S2
Method: DFT, ωB97M-V/def2-TZVPD

Geometry (Å):
S (-1.358, 1.621, -1.314)
S (-0.128, -0.476, 0.985)
C (0.808, 0.399, 2.200)
C (-0.946, -0.868, -2.442)
C (-2.001, -0.074, -1.661)
C (2.298, 0.151, 2.003)
H (0.003, -0.873, -1.894)
H (2.489, -0.975, 2.058)
H (2.912, 0.606, 2.795)
H (-0.504, 1.155, -0.330)
H (-2.186, -0.538, -0.691)
H (-0.770, -0.419, -3.448)
H (-1.291, -1.927, -2.541)
H (2.546, 0.493, 0.985)
H (0.634, 1.534, 2.250)
H (0.425, 0.137, 3.212)
H (-2.931, 0.053, -2.166)

As for the energy relative to the best compared isomer or geometry (same formula, charge and spin): 35.3 kJ/mol. Its calculated total energy is -955.3033 a.u. The calculation puts the gap between HOMO and LUMO (alpha / beta) at 9.72 / 6.60 eV. Its total charge is 0. As for the multiplicity: 2. As for the expectation value of S²: 0.75. The calculation puts the HOMO energy (alpha / beta) at -8.9109 / -8.8259 eV.

=====

No. 3
Molecular formula: C2H6IOP
Method: DFT, ωB97M-V/def2-TZVPD

Geometry (Å):
I (-0.526, 1.876, -1.994)
P (-0.801, -0.037, -0.427)
O (-0.664, -1.243, -1.209)
C (1.452, -0.208, 0.789)
C (1.826, 1.060, 0.630)
H (-3.738, -1.279, -0.295)
H (2.425, 1.384, -0.209)
H (1.549, 1.823, 1.337)
H (0.933, -0.538, 1.681)
H (1.793, -0.985, 0.120)
H (-4.249, -1.854, -0.423)

As for the energy relative to the best compared isomer or geometry (same formula, charge and spin): 20.0 kJ/mol. Its calculated total energy is -793.9375 a.u. The calculation puts the gap between HOMO and LUMO (alpha / beta) at 6.79 / 6.47 eV. Its total charge is 0. As for the multiplicity: 3. As for the expectation value of S²: 2.03. The calculation puts the HOMO energy (alpha / beta) at -6.6630 / -10.0225 eV.

=====

No. 4
Molecular formula: C5H4N2
Method: DFT, ωB97M-V/def2-TZVPD

Geometry (Å):
N (0.314, -1.793, 0.000)
N (-0.717, -1.047, -0.395)
C (1.338, -1.075, 0.521)
C (-1.190, 1.313, -0.428)
C (-1.866, 2.277, -0.684)
C (0.948, 0.241, 0.469)
C (-0.343, 0.201, -0.117)
H (1.499, 1.109, 0.798)
H (-2.487, 3.116, -0.908)
H (2.244, -1.550, 0.867)
H (0.260, -2.791, -0.123)

As for the energy relative to the best compared isomer or geometry (same formula, charge and spin): 178.1 kJ/mol. Its calculated total energy is -302.3605 a.u. The SMILES is C#Cc1cc[nH]n1. The calculation puts the gap between HOMO and LUMO at 10.03 eV. Its total charge is 0. The calculation puts the HOMO energy at -9.0816 eV.